Molecular formula: C21H39F3N2O11SSi2
Method: DFT, ωB97M-V with the def2-TZVPD basis set

Each line ends with the Mulliken charge.
CARTESIAN COORDINATES (ANGSTROEM)
C 7.3091 -5.6561 0.1273  -0.932
C 8.5911 -4.8434 -0.0859  0.156
O 9.7545 -5.6058 0.2151  -0.537
C 8.7767 -4.3383 -1.5041  -0.532
N 8.0544 -3.0871 -1.7588  -0.330
C 7.1782 -3.0917 -2.9232  -0.990
C 5.9334 -3.9709 -2.7653  0.189
O 4.8541 -3.4243 -3.5412  -0.442
Si 3.3809 -4.1197 -3.4928  0.070
F 3.4928 -5.3962 -2.5324  -0.212
C 2.7935 -4.6663 -5.1571  -0.931
C 2.1479 -6.0563 -5.1106  0.869
C 1.2204 -6.3377 -6.2660  -1.479
F 3.1852 -6.9982 -5.1302  -0.347
O 2.2922 -3.1015 -2.7925  0.391
Si 2.0151 -3.1143 -1.1760  0.412
C 0.9081 -1.7393 -0.6845  0.031
C 0.0354 -1.1367 -1.5840  -0.174
C -0.7601 -0.1073 -1.1269  -0.491
C -0.6573 0.2703 0.2059  -0.264
N 0.1712 -0.2843 1.0829  -0.555
C 0.9309 -1.2693 0.6276  -0.310
S 0.8868 -4.9593 -0.6407  1.076
O 0.1921 -4.6757 0.5750  -0.580
O 0.1730 -5.4067 -1.7940  -0.581
F 1.9340 -6.0712 -0.2796  -0.197
H 6.9618 -6.1001 -0.8033  0.186
H 7.4697 -6.4474 0.8539  0.437
H 6.4976 -5.0295 0.4941  0.193
H 8.5571 -3.9748 0.5822  0.224
H 9.6149 -6.0507 1.0536  0.333
H 8.4897 -5.1222 -2.2069  0.248
H 9.8453 -4.1755 -1.6439  0.327
H 7.5189 -2.8294 -0.9400  0.256
H 7.7741 -3.4800 -3.7466  0.353
H 6.8712 -2.0771 -3.1578  0.397
H 5.6576 -3.9836 -1.7110  0.019
H 6.1489 -4.9827 -3.1015  0.213
H 3.6443 -4.7332 -5.8323  0.438
H 2.0620 -3.9736 -5.5649  0.428
H 1.6107 -6.2262 -4.1766  0.063
H 0.4913 -5.5385 -6.3761  0.374
H 0.6691 -7.2612 -6.1090  0.369
H 1.7710 -6.4282 -7.1999  0.346
H 3.2687 -3.0890 -0.3995  -0.199
H -0.0171 -1.4627 -2.6121  0.468
H -1.4524 0.4034 -1.7762  0.395
H -1.2924 1.0620 0.5775  0.456
H 1.6069 -1.7188 1.3417  0.368
C -4.7897 5.4409 3.3004  -0.896
C -5.1904 4.5893 2.1173  -0.177
O -4.3384 3.4406 1.9674  -0.346
C -4.6057 2.4236 2.7838  0.709
O -5.5012 2.3690 3.5843  -0.564
O -3.7156 1.4601 2.5465  -0.259
C -3.8482 0.3070 3.3841  -0.662
H -3.7379 5.7206 3.2292  0.293
H -5.3933 6.3486 3.3281  0.183
H -4.9343 4.9032 4.2363  0.316
H -5.0719 5.1433 1.1881  0.283
H -6.2278 4.2651 2.1905  0.309
H -4.8641 -0.0790 3.3531  0.313
H -3.5763 0.5526 4.4089  0.311
H -3.1570 -0.4307 2.9876  0.185
C -8.3897 10.4392 5.9156  -1.086
C -7.0877 10.3660 5.1491  -0.219
O -7.0963 9.3014 4.1831  -0.311
C -7.7470 9.5635 3.0524  0.736
O -8.2815 10.6000 2.7601  -0.565
O -7.6868 8.4764 2.2823  -0.266
C -8.3857 8.5914 1.0396  -0.659
H -8.6156 9.4756 6.3733  0.289
H -8.3176 11.1906 6.7016  0.355
H -9.2152 10.7072 5.2581  0.316
H -6.2613 10.1265 5.8148  0.288
H -6.8626 11.3072 4.6492  0.317
H -8.0684 9.4785 0.4969  0.309
H -9.4598 8.6284 1.2123  0.300
H -8.1353 7.7001 0.4724  0.194

Cartesian forces (eV/Å) of the 2 atoms listed first:
-0.0656 0.3025 -0.2583
-0.0919 -0.1430 0.2709

Values from the calculation:
* 2S+1: 1
* E: -82661.2789 eV
* HOMO-LUMO gap: 9.16 eV

***

Molecular formula: C28H29Br2N2O
Method: DFT, ωB97M-V with the def2-TZVPD basis set

Each line ends with the Mulliken charge.
CARTESIAN COORDINATES (ANGSTROEM)
Br 9.0120 1.2342 1.8391  -0.091
C 7.1503 1.0535 1.5789  0.057
C 6.5915 1.2649 0.3053  -0.576
C 5.2143 1.1962 0.1323  -0.407
C 4.3416 0.9214 1.2217  0.894
C 2.9223 0.9543 1.0436  -0.159
C 2.0055 0.6228 2.0391  0.047
C 0.6345 0.8489 1.9468  0.011
C -0.2689 0.5315 3.0144  0.564
C -1.5195 1.1938 3.1329  -0.372
C -2.3542 0.9695 4.2216  -0.610
C -1.9839 0.0416 5.2108  0.085
Br -3.1201 -0.2759 6.6863  -0.098
C -0.7673 -0.6525 5.1024  -0.658
C 0.0734 -0.4155 4.0184  -0.401
C 4.9391 0.6509 2.4850  -0.400
C 6.3189 0.7203 2.6608  -0.676
H 7.2442 1.4875 -0.5320  0.423
H 4.7856 1.3631 -0.8548  0.394
H 2.5429 1.2728 0.0686  0.321
H 2.3857 0.1773 2.9662  -0.063
H 0.2352 1.3733 1.0759  0.249
H -1.7992 1.9242 2.3749  0.409
H -3.2907 1.5082 4.3189  0.451
H -0.4819 -1.3687 5.8659  0.436
H 1.0112 -0.9625 3.9370  0.433
H 4.3091 0.4053 3.3368  0.323
H 6.7510 0.5249 3.6369  0.432
C 1.6565 -0.3198 -3.8513  -1.052
N 0.4583 -0.3701 -3.0580  0.344
C -0.5216 0.7002 -2.9634  0.549
C -0.0642 1.8574 -2.0829  -1.234
C -0.8923 1.2400 -4.3465  -1.851
N -1.6168 -0.0014 -2.3315  -0.057
C -1.2151 -1.1950 -1.6801  0.873
C -2.2021 -2.3464 -1.8412  -1.348
C -3.5581 -1.9981 -1.2846  0.301
C -3.7739 -2.0635 0.0957  -0.185
C -5.0137 -1.6884 0.6234  -0.639
C -6.0451 -1.2672 -0.2261  -0.446
C -5.8281 -1.2221 -1.6100  -0.545
C -4.5902 -1.5967 -2.1398  -0.352
C 0.1270 -1.4948 -2.3557  0.454
O 0.7547 -2.5487 -2.3164  -0.714
H 2.2848 -1.1697 -3.5751  0.372
H 1.4453 -0.3812 -4.9289  0.299
H 2.1941 0.6160 -3.6657  0.329
H 0.1575 1.5105 -1.0649  -0.032
H 0.8299 2.3337 -2.5020  0.372
H -0.8754 2.5955 -2.0339  0.442
H -1.1992 0.4164 -5.0027  0.416
H -1.7205 1.9519 -4.2536  0.390
H -0.0332 1.7547 -4.7945  0.403
H -2.4006 0.5297 -1.9679  0.380
H -1.0262 -1.0364 -0.5942  -0.150
H -2.2886 -2.5938 -2.9100  0.434
H -1.7579 -3.1945 -1.3024  0.300
H -2.9570 -2.4043 0.7392  0.432
H -5.1699 -1.7310 1.7020  0.399
H -7.0147 -0.9800 0.1881  0.373
H -6.6234 -0.8958 -2.2814  0.377
H -4.4030 -1.5729 -3.2173  0.350

Cartesian forces (eV/Å) of the 2 atoms listed first:
-0.5570 -0.0987 -0.0914
-0.4935 -0.0037 -0.1788

Values from the calculation:
* 2S+1: 1
* E: -174612.6517 eV
* net charge: +1
* HOMO-LUMO gap: 4.89 eV

***

Molecular formula: CH7N4
Method: DFT, ωB97M-V with the def2-TZVPD basis set

Each line ends with the Mulliken charge.
CARTESIAN COORDINATES (ANGSTROEM)
C -1.1234 -0.1075 -0.2897  0.032
N -0.2634 0.7264 0.2519  -0.622
N -2.3696 -0.1244 0.1555  -0.276
N 1.8751 -0.6241 0.1519  -0.521
N 1.1616 0.6487 -0.0682  0.201
H -0.7586 -0.8760 -0.9009  0.395
H -3.1323 -0.7094 -0.0580  0.217
H -2.7116 0.6682 0.6959  0.272
H 1.8515 -1.3048 0.9712  0.297
H 2.8528 -0.4620 0.0498  0.260
H 1.0254 0.5806 -1.0632  0.381
H 1.5925 1.5843 0.1038  0.364

Cartesian forces (eV/Å) of the 2 atoms listed first:
1.7155 0.3860 1.7848
-0.7004 0.9684 1.7842

Values from the calculation:
* 2S+1: 1
* relative energy (zero: lowest compared OMol25 entry of this formula, charge and spin): 40.14 kcal per mole
* E: -7101.1067 eV
* net charge: +1
* HOMO-LUMO gap: 10.98 eV
* SMILES string: N/C=N/[NH2+]N

***

Molecular formula: C3H3NO2
Method: DFT, ωB97M-V with the def2-TZVPD basis set

Each line ends with the Mulliken charge.
CARTESIAN COORDINATES (ANGSTROEM)
C 0.6796 0.0113 0.0379  0.541
C -0.1438 1.0215 0.0506  -0.242
C -1.4028 -0.5670 -0.0210  -0.038
H 2.4110 0.7135 0.0102  0.296
H -0.0161 2.0822 -0.0885  0.370
H -2.1195 -1.3560 0.1179  0.357
N -1.5035 0.7191 -0.0278  -0.487
O 2.0201 -0.1038 -0.0225  -0.469
O -0.0887 -1.0547 -0.0088  -0.328

Cartesian forces (eV/Å) of the 2 atoms listed first:
0.9539 -0.0369 -0.3090
-1.5136 5.6533 -0.7491

Values from the calculation:
* 2S+1: 1
* relative energy (zero: lowest compared OMol25 entry of this formula, charge and spin): 44.55 kcal per mole
* E: -8743.1992 eV
* HOMO-LUMO gap: 9.62 eV